No. 1
DFT (ωB97M-V with the def2-TZVPD basis set) results for the molecule C4H4N2 in a non-equilibrium geometry.

Its energy above the lowest of the compared OMol25 structures with the same formula, charge and spin is 89.58 kcal/mol. Its total charge is 0. The calculation puts the HOMO energy at -9.36 eV. The frontier orbital gap comes out at 9.32 eV. As for the structure (SMILES): c1ccnnc1. As for the total energy: -264.18368 Ha.

Cartesian coordinates (Å):
C: 0.641 -0.305 0.944
C: -0.509 -1.068 0.686
N: -1.089 -1.045 -0.514
N: -0.916 -0.041 -1.353
C: -0.247 0.991 -0.853
C: 0.711 0.844 0.155
H: 1.366 -0.627 1.696
H: -0.925 -1.813 1.359
H: -0.354 1.966 -1.322
H: 1.323 1.099 -0.798

Forces on the atoms, in the same order (eV/Å):
C -0.20 0.37 -0.24
C -0.04 -0.08 -0.14
N -0.15 -0.32 0.43
N -0.83 0.46 0.49
C -1.47 -0.34 -0.18
C 0.36 -0.81 -1.79
H -0.12 0.23 -0.42
H 0.28 -0.02 -0.07
H 0.17 -0.31 -0.50
H 2.01 0.82 2.42



No. 2
DFT (ωB97M-V with the def2-TZVPD basis set) results for a cluster of 3 separate species, C2H11NO3 in total in a non-equilibrium geometry.

Its energy above the lowest of the compared OMol25 structures with the same formula, charge and spin is 19.93 kcal/mol. Its total charge is 0. The calculation puts the HOMO energy at -8.99 eV. The frontier orbital gap comes out at 9.73 eV. As for the structure (SMILES): CNCO.O.O. As for the total energy: -363.24264 Ha.

Cartesian coordinates (Å):
C: -1.087 1.234 -2.272
N: -1.548 1.571 -0.935
C: -0.901 0.864 0.121
O: -1.511 -0.400 0.332
H: -0.026 1.482 -2.353
H: -1.607 1.862 -2.985
H: -1.262 0.191 -2.548
H: -2.548 1.432 -0.893
H: 0.150 0.740 -0.133
H: -0.986 1.425 1.052
H: -1.910 -0.488 1.198
H: 0.964 -2.119 -0.426
H: 2.405 -1.575 -0.182
O: 1.867 -2.368 -0.203
H: 2.673 -2.087 3.365
H: 2.841 -0.583 3.763
O: 2.485 -1.180 3.100

Forces on the atoms, in the same order (eV/Å):
C 0.05 0.12 0.06
N 0.20 0.36 -0.32
C -0.78 0.22 0.45
O 0.22 -0.94 -0.43
H -0.02 -0.18 -0.04
H -0.11 0.10 -0.19
H 0.15 -0.15 -0.05
H -0.03 0.07 0.27
H 0.10 -0.08 0.02
H 0.16 0.19 0.04
H 0.13 0.25 0.16
H 0.11 0.25 0.09
H -0.19 0.20 0.04
O 0.02 -0.46 -0.07
H 0.07 0.28 0.10
H 0.10 -0.25 0.16
O -0.17 0.02 -0.30



No. 3
DFT (ωB97M-V with the def2-TZVPD basis set) results for a structure of composition C26H28BrN3O3ReS in a non-equilibrium geometry.

As for the spin multiplicity: 2. Its energy above the lowest of the compared OMol25 structures with the same formula, charge and spin is 51.97 kcal/mol. Its total charge is +2. The calculation puts the HOMO energy (alpha / beta) at -12.44 / -12.44 eV. The frontier orbital gap (alpha / beta) comes out at 3.13 / 3.55 eV. As for the total energy: -4447.34561 Ha.

Cartesian coordinates (Å):
Re: 1.055 0.803 -0.019
C: 3.483 -1.182 3.661
C: 2.971 -0.022 2.788
C: 3.092 1.314 3.521
C: 1.556 -0.378 2.411
C: 0.482 -0.119 3.273
C: -0.739 -0.740 3.101
C: -0.981 -1.628 2.041
C: -2.273 -2.367 1.945
C: 0.043 -1.859 1.138
C: 1.310 -1.236 1.280
H: 4.513 -0.999 3.955
H: 3.436 -2.122 3.115
H: 2.878 -1.275 4.561
H: 3.584 0.018 1.879
H: 2.688 1.256 4.528
H: 2.573 2.098 2.971
H: 4.138 1.596 3.608
H: 0.639 0.506 4.138
H: -1.514 -0.586 3.836
H: -2.787 -2.147 1.011
H: -2.928 -2.116 2.775
H: -2.090 -3.440 1.965
H: -0.095 -2.584 0.347
H: 2.169 -1.737 0.831
C: -2.385 1.577 0.278
O: -1.496 0.765 -0.486
C: -1.889 0.430 -1.758
C: -3.012 0.947 -2.386
C: -3.328 0.533 -3.678
Br: -4.815 1.315 -4.554
C: -2.569 -0.422 -4.320
C: -1.431 -0.960 -3.706
C: -1.064 -0.492 -2.435
O: 0.113 -0.868 -1.808
C: -0.735 -1.969 -4.484
N: -1.021 -2.124 -5.760
C: -0.255 -3.127 -6.226
C: -0.177 -3.670 -7.518
C: 0.767 -4.647 -7.738
C: 1.599 -5.095 -6.707
C: 1.512 -4.599 -5.406
C: 0.569 -3.618 -5.175
N: 0.241 -2.847 -4.074
H: -3.377 1.125 0.320
H: -2.459 2.584 -0.138
H: -1.974 1.625 1.286
H: -3.645 1.677 -1.913
H: -2.828 -0.767 -5.308
H: 0.750 -1.143 -2.485
H: -0.853 -3.327 -8.286
H: 0.870 -5.085 -8.720
H: 2.335 -5.854 -6.922
H: 2.167 -4.965 -4.630
H: 0.502 -3.077 -3.130
C: 0.693 3.622 1.217
O: 0.537 2.387 0.646
H: 0.094 4.369 0.680
H: 1.748 3.921 1.167
H: 0.365 3.619 2.265
S: 5.078 -0.547 -1.858
C: 3.683 -0.095 -1.321
N: 2.595 0.177 -0.885

Forces on the atoms, in the same order (eV/Å):
Re -0.82 -0.70 -0.82
C 0.01 0.08 -0.20
C 0.04 0.10 0.13
C 0.02 -0.22 -0.22
C -0.06 -0.18 -0.27
C 0.18 0.25 -0.18
C 0.18 -0.10 -0.22
C 0.28 -0.13 -0.29
C -0.13 -0.11 -0.09
C -0.28 -0.09 0.41
C -0.18 0.48 0.24
H 0.07 0.00 0.02
H 0.06 -0.13 0.04
H -0.03 0.00 0.10
H -0.08 -0.05 0.01
H -0.06 0.05 0.07
H -0.04 0.21 0.03
H 0.06 0.02 0.02
H 0.01 0.10 0.07
H -0.12 0.07 0.08
H -0.08 0.04 -0.06
H -0.10 -0.02 0.02
H -0.06 -0.06 0.03
H -0.04 0.02 -0.09
H -0.13 0.34 -0.12
C -0.26 0.27 0.38
O 0.99 -0.16 0.51
C 0.15 -0.61 -1.08
C 0.12 0.00 0.13
C 0.05 0.00 -0.06
Br 0.28 -0.20 0.21
C -0.23 0.28 0.27
C -0.19 0.45 0.79
C -1.27 0.51 -0.62
O 0.65 0.25 0.96
C -0.12 -0.29 -1.36
N -0.66 1.03 0.94
C 1.08 -1.06 0.26
C -0.01 0.13 0.45
C -0.14 0.04 -0.02
C 0.06 0.14 0.71
C 0.27 -0.44 -0.45
C -0.32 0.27 -1.07
N 0.33 0.03 0.34
H 0.09 -0.04 -0.07
H 0.03 -0.04 -0.02
H -0.02 -0.01 -0.08
H -0.03 0.06 0.14
H 0.02 -0.05 -0.03
H 0.11 0.16 -0.05
H 0.03 0.08 -0.13
H -0.01 -0.01 -0.03
H 0.07 -0.10 -0.01
H 0.07 -0.09 0.06
H -0.18 -0.13 -0.04
C 0.51 2.61 0.94
O 0.23 -3.06 -0.81
H 0.09 -0.30 0.00
H -0.27 -0.01 0.04
H 0.05 -0.25 -0.28
S -1.20 0.52 0.38
C 2.55 -1.12 -0.82
N -1.65 1.17 0.82



No. 4
DFT (ωB97M-V with the def2-TZVPD basis set) results for a structure of composition C21H49CoN7O15S in a non-equilibrium geometry.

As for the spin multiplicity: 4. Its total charge is 0. The calculation puts the HOMO energy (alpha / beta) at -6.66 / -6.66 eV. The frontier orbital gap (alpha / beta) comes out at 6.79 / 6.80 eV. As for the total energy: -4122.03289 Ha.

Cartesian coordinates (Å):
Co: -0.457 0.195 -0.924
O: 0.853 -1.483 -0.773
C: 1.076 -1.916 -2.169
C: 0.612 -0.939 -3.295
O: -0.351 0.073 -2.985
H: 0.634 -2.885 -2.402
H: 2.139 -2.155 -2.122
H: 0.122 -1.338 -4.183
H: 1.484 -0.403 -3.669
C: -1.973 1.263 -5.429
N: -3.178 1.884 -6.005
O: -2.899 2.312 -7.140
O: -4.268 1.800 -5.401
H: -2.197 1.262 -4.362
H: -1.235 2.032 -5.659
H: -1.794 0.234 -5.740
C: 4.885 -0.827 -1.553
N: 5.135 -0.291 -0.163
O: 5.993 0.563 -0.140
O: 4.480 -0.608 0.803
H: 5.561 -0.334 -2.252
H: 3.843 -0.756 -1.864
H: 5.059 -1.903 -1.545
C: 2.014 -4.745 0.368
C: 1.847 -4.047 1.783
O: 2.877 -4.691 2.496
S: 3.170 -6.251 2.190
O: 2.124 -7.100 2.762
O: 4.567 -6.614 2.148
O: 2.702 -5.974 0.580
H: 2.750 -4.155 -0.179
H: 1.051 -4.795 -0.140
H: 0.871 -4.041 2.269
H: 2.139 -3.044 1.470
C: 1.809 2.495 -1.311
O: 1.038 1.673 -0.781
N: 1.816 3.904 -1.040
C: 2.557 4.819 -1.888
C: 0.674 4.502 -0.237
H: 2.437 2.194 -2.164
H: 3.014 5.592 -1.272
H: 1.803 5.391 -2.428
H: 3.409 4.418 -2.438
H: 0.019 3.731 0.168
H: 1.011 5.023 0.660
H: 0.024 5.165 -0.808
C: 2.151 0.961 3.673
O: 1.687 2.066 3.500
N: 2.103 0.335 4.867
C: 2.450 -1.068 5.082
C: 1.394 0.824 6.029
H: 2.709 0.405 2.904
H: 3.307 -1.180 5.746
H: 2.535 -1.393 4.045
H: 1.645 -1.666 5.509
H: 0.482 0.283 6.282
H: 2.097 0.859 6.862
H: 1.118 1.857 5.813
C: -2.725 2.515 -1.368
O: -1.781 1.898 -0.877
N: -2.793 3.589 -2.234
C: -4.102 4.128 -2.601
C: -1.553 4.116 -2.865
H: -3.761 2.225 -1.136
H: -4.725 4.338 -1.732
H: -4.738 3.502 -3.226
H: -3.948 5.121 -3.026
H: -1.346 5.114 -2.480
H: -0.668 3.494 -2.728
H: -1.786 4.064 -3.928
C: -1.338 0.721 2.082
O: -0.583 0.252 1.205
N: -1.512 0.040 3.161
C: -2.296 0.663 4.276
C: -0.975 -1.253 3.365
H: -1.805 1.715 2.004
H: -3.299 0.247 4.367
H: -2.451 1.741 4.227
H: -1.840 0.512 5.254
H: -1.750 -2.006 3.508
H: -0.530 -1.706 2.479
H: -0.256 -1.425 4.166
C: -3.219 -1.506 -1.010
O: -2.392 -0.731 -0.625
N: -3.422 -2.734 -0.529
C: -4.186 -3.779 -1.205
C: -2.754 -3.118 0.760
H: -3.704 -1.403 -1.993
H: -4.580 -4.472 -0.462
H: -3.489 -4.320 -1.845
H: -4.977 -3.407 -1.858
H: -3.476 -3.332 1.549
H: -2.080 -3.963 0.622
H: -2.087 -2.349 1.151

Forces on the atoms, in the same order (eV/Å):
Co 0.88 -1.26 -0.79
O -1.13 0.43 -2.25
C -0.58 0.26 2.11
C -0.45 1.91 -0.13
O 0.04 -0.37 2.04
H -0.59 -0.41 0.32
H 0.49 0.31 -1.02
H 0.58 -1.42 -0.09
H 0.68 0.04 -0.16
C -0.43 1.01 2.33
N -0.14 -1.45 -1.54
O -2.35 0.32 1.44
O 1.93 0.90 -1.78
H 0.62 -0.35 0.10
H 0.53 -0.88 0.06
H -0.07 0.42 -0.41
C -0.32 -1.05 -0.02
N -0.40 0.88 -0.76
O 0.69 0.37 0.24
O -0.17 -0.75 -0.42
H -0.14 0.00 0.40
H -0.10 0.50 0.48
H 0.28 0.04 0.20
C 0.24 0.58 1.10
C 0.54 -0.52 -2.75
O 1.60 -0.39 2.58
S -2.82 0.31 -3.57
O 2.33 1.43 -0.27
O -2.05 0.88 0.86
O 0.11 -1.53 1.24
H -0.54 0.27 -0.27
H 0.27 -0.54 -0.17
H 0.15 -0.52 0.03
H 0.06 0.32 1.05
C -2.33 0.98 0.79
O 2.28 2.52 -0.55
N -1.26 -2.70 0.38
C -0.36 1.01 1.05
C 0.79 -0.92 0.13
H 0.33 0.20 0.36
H 0.13 -0.03 0.39
H 0.33 -0.15 -0.97
H -0.64 -0.48 -0.30
H 0.30 -0.44 -0.40
H 0.48 0.20 -0.26
H 0.43 0.09 -0.37
C 0.05 0.21 0.23
O -0.19 0.38 -0.35
N -0.86 -1.73 2.01
C -0.02 0.50 -1.61
C 0.38 1.92 -0.57
H -0.12 -0.08 -0.06
H 0.26 -0.09 -0.42
H 0.96 -0.94 0.25
H -0.34 0.33 0.11
H 0.14 -0.36 -0.09
H -0.21 -0.24 0.25
H -0.12 0.07 0.13
C -0.78 0.32 -0.45
O -0.57 1.79 -0.94
N 1.70 -1.72 1.27
C -0.11 0.59 0.48
C -1.16 -0.39 -0.23
H -0.03 -0.20 0.28
H 0.27 -0.15 0.40
H 0.55 -0.12 -0.46
H 0.02 -0.23 -0.39
H -0.07 0.10 -0.42
H -0.39 -0.34 0.47
H 0.37 0.68 -0.16
C 2.52 0.11 -3.52
O -0.91 1.03 0.37
N -1.93 0.92 4.19
C -0.11 -0.57 0.17
C 0.16 -2.52 -0.44
H -0.04 -0.29 0.03
H -0.02 -0.33 -0.27
H 0.45 -0.03 -0.73
H 0.42 -0.27 -0.20
H -0.61 0.26 0.60
H 0.40 0.96 -0.30
H -0.01 0.81 0.22
C -0.02 -2.00 -2.35
O 0.35 1.29 1.18
N 0.12 -0.43 2.46
C 0.69 0.08 -0.12
C 0.14 0.19 -0.62
H -0.45 0.46 0.06
H -0.16 0.15 -0.10
H -0.06 -0.30 -0.04
H -0.03 0.27 0.30
H -0.24 -0.18 -0.22
H -0.30 -0.29 -0.22
H -0.34 0.39 -0.60